[1]
12
Properties=species:S:1:pos:R:3:forces:R:3 method="wB97M-V/def2-TZVPD" de_lowest_kj_mol=520.4 lumo_ev=-1.40 charge=0 e_tot_ev=-27061.9576
C 0.772298 -0.427093 -0.058826 3.734 -0.858 -0.816
C -0.471998 -1.151689 -0.220794 -0.252 -2.851 1.732
C 0.475333 1.030761 0.065646 0.571 -1.178 0.197
O 3.750766 0.668321 0.053668 -3.508 -1.769 -0.586
P 2.294113 -1.331821 -0.241760 -1.406 4.391 0.910
Cl 5.227470 0.099238 0.247418 1.819 -0.575 0.243
H -0.954239 -0.838379 -1.121595 -0.552 0.078 -0.550
H -0.269488 -2.258753 -0.206001 -0.622 0.820 -0.312
H -1.097714 -0.929883 0.681482 0.150 -0.161 -0.835
H 0.754410 1.363481 1.042771 -0.176 0.371 0.770
H -0.572291 1.077670 -0.159898 -0.476 0.881 0.208
H 1.057193 1.587430 -0.609765 0.718 0.849 -0.962


[2]
95
Properties=species:S:1:pos:R:3:forces:R:3 method="wB97M-V/def2-TZVPD" lumo_ev=-2.49 charge=+1 e_tot_ev=-59413.5465
C -2.063083 -1.884558 0.990695 -0.153 0.111 0.416
C -0.332228 -2.972459 -0.166653 1.611 0.734 -0.428
C -2.768117 -3.062668 1.164246 -0.356 -0.126 0.190
C -1.129657 -4.157693 -0.198487 -1.124 0.002 0.095
C -2.324771 -4.220220 0.519623 1.829 0.540 -0.859
H -3.666991 -3.113766 1.775399 0.083 0.284 -0.254
H -0.805276 -4.982494 -0.830639 0.087 0.014 0.393
H -2.874982 -5.138969 0.567112 -0.255 -0.271 -0.006
N -0.847363 -1.818051 0.409719 -0.544 0.122 -0.069
P -2.561999 0.954303 0.662318 0.292 0.510 -0.769
P 2.314142 -1.849513 -0.281936 -0.607 0.332 0.690
C -2.751482 -0.617297 1.543426 -0.331 -0.878 0.503
H -3.831835 -0.823573 1.573482 0.264 -0.125 0.191
H -2.449670 -0.479484 2.594638 0.007 0.062 -0.338
C 1.321096 3.911936 -1.146454 1.911 3.333 -1.359
O 1.839326 4.871102 -1.529348 -1.906 -3.416 1.378
C 1.014025 -2.981170 -0.699102 -1.700 0.573 -1.008
H 1.200853 -3.749916 -1.457058 -0.015 -0.007 0.508
C 3.413948 -1.263853 -1.915231 -0.447 -1.195 1.484
C 3.138583 -3.046343 1.042973 1.016 0.821 -1.192
C -3.875363 0.898791 -0.766907 0.230 0.293 0.524
C -2.902979 2.259922 1.997600 -0.342 -0.209 -0.367
C 3.067768 0.164257 -2.379344 -0.006 -0.063 0.254
H 3.320489 0.942833 -1.639296 -0.048 -0.231 -0.047
H 3.678704 0.380880 -3.268718 -0.102 -0.010 0.175
H 2.022021 0.277166 -2.710330 0.236 -0.133 0.147
C 4.893823 -1.329747 -1.526601 0.182 0.152 -0.303
H 5.138457 -0.644750 -0.702161 -0.131 -0.201 -0.136
H 5.231580 -2.340265 -1.260957 -0.217 0.318 -0.051
H 5.497092 -1.010935 -2.389352 -0.041 -0.034 0.101
C 3.063575 -2.211699 -3.042312 0.212 -0.016 -0.530
H 3.748316 -2.058833 -3.886557 0.045 -0.027 0.022
H 3.105349 -3.269152 -2.766276 0.020 0.152 0.040
H 2.062202 -1.987848 -3.418858 0.183 -0.051 0.248
C 4.307020 -2.317956 1.732303 0.291 -0.141 -0.043
H 3.972188 -1.361703 2.175695 0.062 -0.388 -0.160
H 4.721792 -2.940369 2.540593 -0.107 0.164 -0.141
H 5.144324 -2.091709 1.050844 -0.412 -0.109 0.207
C 2.112369 -3.469721 2.105530 -0.220 0.169 -0.303
H 1.523941 -2.621967 2.478640 0.056 -0.059 -0.104
H 1.413763 -4.221603 1.722435 0.104 0.233 0.024
H 2.635380 -3.901511 2.969387 0.043 0.043 -0.236
C 3.548417 -4.250902 0.192711 -0.044 -0.640 0.111
H 2.688537 -4.564607 -0.431998 0.456 0.062 0.507
H 4.373779 -4.044068 -0.503736 -0.055 -0.043 0.430
H 3.796793 -5.114659 0.829032 0.189 0.176 -0.184
C -2.825318 3.658995 1.344553 -0.035 -0.034 0.144
H -2.955680 4.425307 2.127072 0.036 -0.212 -0.253
H -1.848452 3.835315 0.865174 -0.254 -0.090 0.121
H -3.613090 3.818109 0.592315 0.262 -0.099 0.236
C -1.800223 2.139998 3.073542 -0.007 0.092 -0.061
H -1.880789 1.206594 3.649193 0.056 0.263 -0.189
H -0.781946 2.209334 2.657742 -0.274 -0.058 0.052
H -1.919560 2.970597 3.787873 0.017 -0.221 -0.205
C -4.262126 2.065018 2.682652 -0.093 0.309 0.280
H -4.378406 1.049430 3.085383 0.037 0.249 -0.071
H -4.321174 2.773287 3.525765 -0.070 -0.253 -0.148
H -5.110748 2.279228 2.024095 0.300 -0.070 0.180
C -4.025854 -0.556533 -1.243635 0.093 -0.017 0.100
H -4.544912 -1.177544 -0.503178 0.145 0.108 -0.153
H -4.627013 -0.580886 -2.165075 0.123 0.114 0.190
H -3.057000 -1.024067 -1.464349 -0.142 0.094 0.065
C -3.296620 1.757185 -1.912619 -0.063 -0.085 0.032
H -2.380590 1.312256 -2.325928 -0.271 0.147 0.179
H -4.034261 1.813480 -2.729537 0.182 0.047 0.217
H -3.069516 2.779975 -1.578653 -0.098 -0.201 -0.109
C -5.258339 1.438136 -0.374944 -0.113 -0.089 -0.264
H -5.710904 0.876687 0.451779 0.131 0.108 -0.163
H -5.243744 2.504945 -0.122363 0.033 -0.241 -0.022
H -5.920985 1.325906 -1.248068 0.108 0.027 0.225
Ba 0.479990 0.647170 -0.232877 0.103 -0.561 0.184
N -0.483929 -0.075168 -2.754207 -0.306 -1.001 -2.814
C -0.675040 -0.710669 -3.722365 0.328 -0.164 2.882
C -1.001909 -1.899769 -4.588488 0.164 -0.313 -0.026
C -0.259715 -3.151546 -4.068972 0.475 -0.429 0.369
C -2.467405 -2.237634 -4.282486 -1.000 0.161 0.310
C -0.575543 -1.606801 -6.032390 0.161 0.018 -0.524
H 0.822361 -3.050539 -4.104679 -0.129 -0.066 -0.219
H -0.516356 -3.368025 -3.018033 0.069 0.207 -0.431
H -0.533176 -4.045984 -4.670405 -0.025 0.744 0.183
H -3.158840 -1.380555 -4.311024 0.288 -0.212 -0.265
H -2.874107 -3.047392 -4.912832 0.413 0.429 0.014
H -2.494839 -2.619977 -3.244733 -0.101 0.221 -0.442
H -0.595029 -2.518070 -6.666674 -0.220 0.506 0.503
H -1.184989 -0.824728 -6.500642 0.011 -0.225 0.086
H 0.469728 -1.245415 -6.049714 -0.416 -0.194 0.091
C 2.907849 1.990691 2.332767 0.088 0.069 -0.112
C 2.303612 0.912596 3.199877 -0.663 -0.459 -0.441
O 1.237550 0.267229 2.413745 0.374 0.319 0.855
H 3.352407 1.568385 1.416232 -0.055 0.036 0.314
H 3.695189 2.494645 2.900644 -0.042 0.005 -0.211
H 2.165982 2.751897 2.045204 0.102 -0.182 0.165
H 3.050321 0.150081 3.472939 -0.251 0.296 -0.063
H 1.855930 1.334833 4.109494 0.165 -0.088 -0.175
H 0.841045 -0.425939 2.966580 0.117 0.164 -0.368


[3]
98
Properties=species:S:1:pos:R:3:forces:R:3 method="wB97M-V/def2-TZVPD" lumo_ev=1.60 charge=-1 e_tot_ev=-78018.7126
C 4.243711 -3.512990 4.592676 0.178 0.090 0.040
O 3.942072 -3.065536 3.283421 -0.234 -0.336 -0.006
B 2.960836 -2.131349 3.000637 -0.065 0.362 0.202
O 2.191036 -2.411444 1.892841 -0.352 -0.322 -0.187
P 2.639244 -0.464452 4.020296 -0.071 -0.053 -0.036
O 1.363204 0.045613 2.797554 0.084 0.318 0.434
C 0.085604 -0.165377 3.238144 -0.106 -0.021 -0.056
S -0.664890 1.282850 4.142119 0.111 -0.097 0.165
C 0.151793 -1.466301 4.053701 0.006 -0.091 0.059
C -1.061603 -1.851306 4.877310 -0.034 0.103 0.077
O -2.140681 -2.187691 3.987060 -0.009 -0.087 -0.165
O -2.846017 -3.328676 4.492606 0.055 0.142 0.114
O 1.269554 -1.384221 4.883432 0.045 0.047 -0.141
H 5.279555 -3.856158 4.604055 -0.009 -0.007 0.027
H 4.110400 -2.728401 5.337469 -0.027 -0.023 -0.048
H 3.602557 -4.360025 4.850748 0.002 0.007 -0.006
H 2.128194 -3.366588 1.736832 0.466 -0.050 -0.307
H 3.600543 -0.828549 5.043239 -0.075 0.019 -0.004
H 3.641994 0.306500 3.315114 0.007 -0.021 -0.073
H 2.252519 0.687770 4.779157 0.020 0.009 0.045
H -0.623265 -0.244875 2.401313 0.013 -0.160 0.101
H 0.198210 1.193968 5.163855 -0.018 0.093 0.056
H 0.278568 -2.260204 3.297957 -0.079 0.009 0.033
H -0.812013 -2.725409 5.478898 0.022 -0.021 -0.065
H -1.382519 -1.022628 5.515815 0.040 -0.068 0.057
H -3.362088 -2.938234 5.212862 -0.064 -0.012 -0.049
C -4.058053 -0.750341 1.341493 0.001 -0.015 0.002
C -3.533839 0.603945 0.923860 -0.020 0.029 -0.172
O -2.582714 1.131069 1.472662 0.019 -0.037 -0.036
N -4.163133 1.227031 -0.112812 0.073 0.071 -0.005
C -5.292963 0.782793 -0.890969 -0.124 -0.097 -0.122
H -3.448680 -1.106784 2.166247 0.020 -0.020 0.065
H -5.101059 -0.686113 1.657299 0.013 0.008 0.020
H -4.005809 -1.463307 0.515605 0.011 0.039 -0.002
H -3.772390 2.127047 -0.344443 -0.042 0.032 0.041
H -5.027884 0.680631 -1.946396 0.025 -0.037 0.027
H -6.113174 1.498653 -0.837020 -0.003 -0.021 0.044
H -5.642103 -0.185665 -0.542486 0.032 0.014 0.063
C -4.256765 2.857196 -4.230778 -0.035 0.021 -0.002
C -4.479222 3.809082 -3.077332 0.136 -0.027 -0.036
O -5.335380 3.606431 -2.231173 -0.018 0.021 0.015
N -3.674076 4.901056 -3.001627 -0.049 0.004 0.013
C -2.609968 5.294612 -3.899485 0.029 0.040 0.073
H -4.978994 2.052202 -4.137021 0.011 -0.007 -0.014
H -4.394750 3.355959 -5.190907 -0.006 0.009 0.004
H -3.247994 2.442675 -4.211655 -0.002 -0.012 0.024
H -3.858489 5.479578 -2.196939 0.003 -0.014 0.009
H -1.649408 5.319147 -3.380504 0.012 -0.030 -0.020
H -2.806061 6.282173 -4.320787 -0.026 -0.034 -0.071
H -2.527196 4.596145 -4.725326 0.002 0.020 -0.014
C 6.163283 -6.455061 1.731442 -0.018 0.019 0.035
C 7.020156 -5.849216 2.819331 -0.148 0.095 -0.009
O 6.955930 -6.231756 3.975155 0.088 -0.056 0.022
N 7.860220 -4.836988 2.469176 0.105 -0.060 0.027
C 8.042911 -4.242278 1.166192 -0.085 0.046 -0.071
H 5.539664 -7.212733 2.195109 0.003 -0.013 -0.020
H 5.522227 -5.700767 1.273531 -0.015 0.003 0.017
H 6.772263 -6.911485 0.949466 0.009 0.005 0.001
H 8.367588 -4.449223 3.248538 -0.023 0.012 0.007
H 9.077636 -4.330113 0.826979 0.008 -0.020 0.027
H 7.765639 -3.186579 1.166821 -0.016 -0.006 0.026
H 7.410103 -4.745964 0.441534 0.012 0.016 -0.009
C -0.988395 9.272647 -7.798885 -0.005 -0.015 -0.005
C -1.194112 8.258017 -6.696021 0.011 0.049 -0.005
O -1.305278 7.068326 -6.932811 -0.022 -0.023 0.019
N -1.251249 8.721962 -5.417902 -0.020 -0.047 0.064
C -1.139078 10.083969 -4.948724 0.020 0.078 -0.034
H -0.968339 8.730644 -8.739002 0.002 0.015 -0.007
H -1.795746 10.005746 -7.820497 -0.011 -0.010 0.003
H -0.048849 9.811827 -7.671863 0.008 -0.013 0.005
H -1.378255 7.993263 -4.733422 0.031 0.003 0.007
H -0.289241 10.205278 -4.274667 0.013 -0.025 -0.014
H -2.041028 10.400692 -4.421670 -0.016 -0.022 -0.015
H -0.993841 10.753277 -5.791702 0.000 0.012 0.017
C -0.622770 -6.525327 0.422764 0.035 -0.021 -0.041
C 0.163207 -5.234103 0.428601 -0.091 0.110 0.077
O 1.386084 -5.225270 0.478821 0.051 -0.065 0.074
N -0.533171 -4.075966 0.393947 0.192 0.125 -0.057
C -1.962166 -3.867947 0.347055 -0.099 -0.036 0.095
H 0.090914 -7.342578 0.462321 -0.017 -0.013 -0.002
H -1.287213 -6.579505 1.285949 0.009 0.007 0.009
H -1.231079 -6.615156 -0.478180 0.005 0.004 -0.006
H 0.061304 -3.261857 0.455797 -0.063 0.050 0.157
H -2.244638 -3.308655 -0.546989 0.035 0.001 -0.030
H -2.305354 -3.322148 1.228488 0.046 -0.019 0.016
H -2.472844 -4.827323 0.324868 -0.016 0.018 -0.010
C -0.289524 1.033511 -2.514785 -0.034 0.017 0.000
C -0.117435 -0.444500 -2.225232 -0.024 0.077 0.151
O -0.511360 -1.294023 -3.017631 -0.027 -0.036 -0.058
N 0.474300 -0.771006 -1.060827 0.039 -0.143 -0.142
C 0.959469 0.088031 0.005817 -0.079 0.069 0.027
H -0.780138 1.122768 -3.479868 0.009 0.004 -0.026
H -0.895602 1.516496 -1.746881 -0.013 -0.022 0.034
H 0.673252 1.544952 -2.543640 0.009 -0.009 -0.005
H 0.591476 -1.762512 -0.922378 0.037 -0.015 -0.136
H 2.014563 -0.087939 0.205506 -0.002 -0.025 -0.054
H 0.433918 -0.118166 0.933384 0.126 0.093 -0.334
H 0.814181 1.133238 -0.251629 -0.021 0.002 0.001